Entry from the OMol25 dataset: a 2-piece molecular cluster, C3H9N2O2 overall in a non-equilibrium geometry (ωB97M-V/def2-TZVPD).

Each line ends with the natural charge from an NBO analysis.
CARTESIAN COORDINATES (ANGSTROEM)
1 O -2.894 -1.385 0.095  -0.3837
2 O -3.175 -0.045 -0.030  -0.3007
3 N -1.459 2.019 -0.110  -0.7389
4 N -0.546 -0.144 0.409  -0.5364
5 C 0.813 -0.439 0.851  -0.2383
6 C -1.236 0.863 0.282  0.7851
7 C 1.595 -0.440 -0.472  -0.6225
8 H 0.696 -1.324 1.659  0.2661
9 H 1.195 0.359 1.513  0.2287
10 H -1.179 -0.930 0.301  0.4441
11 H -0.685 2.696 -0.430  0.4569
12 H 1.331 -1.396 -1.003  0.2274
13 H -2.656 -1.648 -0.811  0.4735
14 H 1.317 0.244 -1.160  0.2155
15 H 2.722 -0.466 -0.274  0.2559
16 H -2.388 2.373 0.046  0.4674

For the total energy, the calculation gives -379.2098 a.u. The value obtained for the orbital gap (alpha / beta) is 8.86 / 9.35 eV. As for the charge: +1. The calculation puts the LUMO energy (alpha / beta) at -5.2 / -5.2 eV. The energy above the lowest of the compared OMol25 structures with the same formula, charge and spin is 185.15 kcal per mole.